Computed, not measured: C3H9O2PS2 in the gas phase, with ωB97M-V with the def2-TZVPD basis set.

Each atom is followed by the atoms it is bonded to, with distances in Å.
Element x y z (Å)
1 H -1.704 1.878 -0.753  C8 1.081
2 S 2.040 -2.456 -0.034  H11 1.361, P12 2.230
3 H -0.308 -1.382 1.519  C10 1.233
4 H -1.518 2.312 0.910  C8 1.086
5 O 1.916 -0.822 -2.316  P12 1.614, H15 0.881
6 S -0.779 -0.700 -1.166  P12 2.016, C17 1.860
7 H -1.170 -0.021 2.493  C10 1.051
8 C -1.079 1.718 0.114  H1 1.081, H4 1.086, H14 1.143, C17 1.455
9 H -2.311 0.051 0.373  C17 1.131
10 C -0.527 -0.179 1.677  H3 1.233, H7 1.051, H16 1.049, C17 1.561
11 H 1.495 -2.904 -1.198  S2 1.361
12 P 1.212 -0.568 -0.886  S2 2.230, O5 1.614, S6 2.016, O13 1.404
13 O 1.562 0.592 -0.175  P12 1.404
14 H -0.020 2.110 -0.057  C8 1.143
15 H 1.964 -0.071 -2.773  O5 0.881
16 H 0.437 0.155 1.921  C10 1.049
17 C -1.206 0.288 0.351  S6 1.860, C8 1.455, H9 1.131, C10 1.561

Summary:
Frontier orbital gap (eV): 9.89
SMILES string: CC(C)S[P@](=O)(O)S
DFT total energy (a.u.): -1407.95163
E_HOMO (eV): -9.44
LUMO energy (eV): 0.452
Spin multiplicity: 1
ΔE to the lowest compared entry with this formula, charge and spin (kcal/mol): 11.2

Charges obtained by Löwdin population analysis, quoted in units of e: 0.064, 0.468, 0.104, 0.085, -0.211, 0.741, 0.051, -0.178, 0.108, -0.118, -0.184, -0.008, -0.337, 0.101, -0.005, 0.041, -0.722